This record from OMol25 describes a molecular structure, C21H24N4O5 at a distorted geometry. The level of theory is ωB97M-V/def2-TZVPD.

```
54
C21H24N4O5 ωB97M-V/def2-TZVPD
O 2.77368 4.58904 -1.34758
O 0.14076 -0.46107 -1.48845
O -1.18702 -3.06390 -1.35104
O 0.95265 -1.62431 2.68680
O -2.70548 -3.19455 0.68877
N 1.58493 2.88380 -0.65842
N 0.58140 1.92540 -0.59946
N -0.51707 -0.80379 4.39682
N 1.09209 2.67315 -5.73507
C -1.48591 0.99368 3.03766
C 2.02297 4.21989 -3.87957
C 0.58421 -4.38060 2.89867
C -2.32751 -1.13266 1.76876
C -2.25607 -3.80804 -0.61534
C -1.98491 -2.10094 0.71768
C -0.29684 0.42287 3.90742
C -1.27925 -1.20388 5.32376
C 1.35800 3.29593 -3.07387
C 0.33197 1.29269 0.47238
C -1.42585 -0.14626 1.64642
C -0.42500 -0.75141 -0.46504
C 1.84512 3.96480 -5.28935
C -1.21307 -1.85455 -0.21212
C 1.03046 2.03544 -3.31602
C 0.88526 -1.68538 -2.39338
C -0.71988 0.05835 0.58380
C -0.16958 -3.44772 3.97373
C 0.92137 2.01847 -4.58434
C 1.95106 3.58594 -1.62714
C 0.10306 -2.06665 3.55809
H 2.31530 5.12645 -3.70948
H -2.83483 -1.37519 2.73243
H 0.07810 -4.13963 1.84801
H -3.21668 -4.12846 -1.08548
H -1.86994 -4.78447 -0.47100
H 0.46725 1.64470 1.36776
H 0.30208 -3.55214 4.72619
H 1.84915 4.72495 -6.05569
H 1.73526 3.36446 0.43637
H -0.07011 -1.96621 -2.84622
H -0.36913 1.09734 4.59050
H -2.51175 0.70762 3.37462
H 0.82144 1.45243 -2.57103
H -1.27340 -3.52174 3.83457
H -1.26346 1.88628 2.82543
H -2.07475 -1.64590 4.93913
H 0.44024 0.92405 -5.09086
H 1.48448 -1.20249 -3.22273
H 1.07549 -2.43667 -1.88049
H 1.43530 -4.28435 2.93815
H -1.04447 -1.91773 5.99336
H -1.70178 -0.29932 5.76871
H 0.64367 0.38944 3.14943
H 0.39986 -5.37324 3.23313
```

* net charge: 0
* LUMO level: -0.01 eV
* ΔE to the lowest compared entry with this formula, charge and spin: 563.98 kcal per mole